Computed, not measured: 13 unconnected molecules or ions with the total composition C48H72Cl4F18NO22P3, with ωB97M-V/def2-TZVPD.

## Properties
**DFT total energy**: -8244.89555 a.u.
**Molecular weight**: 1591.8 g mol⁻¹
**Charge**: -2
**Orbital gap**: 3.84 eV
**Lowest unoccupied orbital energy**: 0.336 eV

Atoms and positions in Å:
C -28.832 13.483 22.203
C -27.867 14.631 22.441
C -26.461 14.119 22.591
N -25.402 15.198 22.982
C -25.265 16.367 21.997
C -24.066 14.360 23.091
C -23.248 15.048 24.145
C -24.235 15.940 24.907
C -25.636 15.793 24.432
H -28.629 12.687 22.919
H -28.772 12.996 21.230
H -29.865 13.764 22.406
H -28.130 15.165 23.355
H -27.979 15.395 21.671
H -26.158 13.666 21.647
H -26.357 13.382 23.388
H -24.645 17.104 22.506
H -26.271 16.787 21.966
H -24.737 15.981 21.125
H -23.513 14.253 22.158
H -24.298 13.367 23.476
H -22.432 15.508 23.587
H -22.720 14.360 24.804
H -23.910 16.980 24.928
H -24.331 15.631 25.948
H -26.317 16.642 24.495
H -26.110 14.977 24.977
P -23.950 12.810 18.318
F -24.323 13.809 19.548
F -22.519 13.503 18.186
F -23.284 11.537 19.146
F -23.529 12.102 16.958
F -25.338 12.121 18.231
F -24.561 14.005 17.328
P -28.306 15.632 17.553
F -27.020 14.665 17.876
F -27.044 16.594 17.364
F -27.859 15.270 16.018
F -29.298 16.738 16.983
F -29.415 14.434 17.691
F -28.410 16.081 19.160
P -23.922 17.368 18.186
F -22.822 16.622 19.141
F -24.498 18.284 19.335
F -22.757 18.467 17.747
F -25.035 17.901 17.155
F -23.639 16.361 16.915
F -24.939 16.139 18.331
Cl -23.736 21.946 21.700
C -23.007 20.382 21.428
C -22.213 19.893 22.707
Cl -20.923 20.977 23.279
H -22.381 20.419 20.537
H -23.883 19.740 21.324
H -21.890 18.854 22.635
H -23.059 19.803 23.388
Cl -31.796 9.175 20.309
C -30.661 9.907 19.127
C -29.349 10.064 19.908
Cl -27.987 10.289 18.846
H -30.918 10.841 18.628
H -30.508 9.201 18.311
H -29.305 9.141 20.485
H -29.498 10.975 20.489
C -31.067 9.434 26.261
O -31.300 10.534 25.337
C -32.111 10.115 24.328
C -32.524 11.208 23.414
O -33.513 12.053 23.912
C -34.802 11.779 23.402
H -30.550 9.904 27.099
H -30.472 8.551 26.030
H -32.070 9.107 26.534
H -32.937 9.455 24.594
H -31.424 9.478 23.771
H -32.618 10.893 22.375
H -31.732 11.925 23.202
H -35.498 12.358 24.009
H -35.132 10.740 23.363
H -34.792 12.123 22.368
C -19.613 18.179 20.396
O -20.443 17.263 21.026
C -20.237 15.945 20.763
C -19.366 15.289 21.838
O -19.935 15.156 23.086
C -19.231 14.208 23.906
H -19.924 19.159 20.758
H -19.801 18.332 19.333
H -18.575 18.139 20.727
H -19.920 15.685 19.753
H -21.212 15.479 20.904
H -18.430 15.847 21.815
H -19.014 14.338 21.438
H -19.708 13.953 24.853
H -18.209 14.523 24.114
H -19.005 13.250 23.439
C -25.298 10.593 21.725
O -26.426 10.845 22.586
C -26.607 9.729 23.446
C -27.517 10.225 24.674
O -27.054 11.417 25.380
C -28.008 11.751 26.418
H -25.111 11.285 20.905
H -25.465 9.707 21.112
H -24.341 10.447 22.225
H -25.715 9.165 23.722
H -27.267 9.246 22.726
H -27.738 9.464 25.423
H -28.465 10.407 24.167
H -29.023 12.061 26.169
H -27.519 12.506 27.035
H -28.162 10.874 27.047
C -26.450 18.685 26.376
C -27.128 19.062 27.439
C -27.778 20.391 27.713
O -28.529 20.671 28.691
C -27.588 21.273 26.526
C -26.905 20.873 25.378
C -26.156 19.578 25.301
O -25.444 19.168 24.413
O -26.824 21.700 24.274
O -27.322 18.097 28.461
H -26.148 17.650 26.432
H -28.116 22.212 26.594
H -26.563 21.255 23.465
H -28.078 18.255 29.030
C -20.535 16.957 26.711
C -19.435 16.898 27.502
C -18.058 17.332 27.154
O -17.126 17.444 27.936
C -18.061 17.765 25.795
C -19.150 17.815 24.957
C -20.545 17.480 25.401
O -21.621 17.747 24.864
O -18.922 18.308 23.690
O -19.533 16.420 28.701
H -21.434 16.542 27.144
H -17.113 18.106 25.406
H -19.700 18.097 23.169
H -18.694 16.413 29.167
C -23.223 13.370 27.926
C -21.899 13.079 28.119
C -21.124 12.111 27.274
O -19.927 11.767 27.362
C -22.009 11.718 26.061
C -23.342 11.917 25.935
C -24.091 12.892 26.791
O -25.169 13.367 26.507
O -24.090 11.455 24.858
O -21.222 13.798 29.086
H -23.596 14.044 28.683
H -21.510 11.237 25.232
H -25.007 11.600 25.101
H -20.324 13.461 29.043
C -31.950 19.792 22.651
C -30.836 19.422 22.005
C -29.733 18.576 22.628
O -28.767 18.108 22.108
C -29.835 18.358 24.056
C -30.966 18.802 24.733
C -32.156 19.456 24.059
O -33.244 19.555 24.599
O -31.038 18.710 26.101
O -30.612 19.805 20.733
H -32.653 20.423 22.128
H -28.901 18.173 24.565
H -31.968 18.837 26.300
H -29.725 19.538 20.480

Atomic forces in eV per Å
C -0.251 -0.642 0.570
C -0.191 0.679 0.177
C 0.573 0.927 -0.302
N 0.028 -0.929 0.007
C 0.203 -0.929 1.394
C -0.921 0.018 0.693
C 0.332 0.406 -0.384
C 0.883 1.278 1.647
C 0.001 -2.434 -2.082
H 0.142 -0.159 0.210
H 0.182 0.488 -0.206
H -0.033 0.262 -0.288
H -0.285 -0.096 0.385
H 0.272 -0.217 -0.393
H 0.428 0.106 -0.047
H -0.282 -0.057 -0.043
H 0.206 -0.003 -0.051
H 0.171 -0.076 -0.982
H -0.750 0.326 -0.564
H -0.720 0.258 -0.364
H -0.600 0.059 -0.480
H -0.096 0.960 0.562
H -0.269 -0.264 0.053
H 0.015 -0.037 -0.154
H 0.641 0.097 0.267
H 0.403 0.109 -0.747
H -0.118 -0.078 -0.071
P 0.531 3.978 -4.499
F 0.176 -1.770 1.301
F 1.429 0.582 1.645
F -0.743 0.848 0.922
F 0.291 -2.335 -1.388
F -1.688 -1.387 1.618
F 0.410 -1.209 0.793
P 6.636 -0.782 -1.441
F -2.095 -2.960 2.379
F -1.233 4.253 0.905
F -2.832 -1.390 -1.746
F -1.368 -0.112 0.953
F 0.347 1.229 0.086
F -1.220 -0.416 -0.998
P -1.480 -4.490 -5.098
F -0.153 0.791 0.334
F 0.229 0.507 1.294
F -0.864 -0.374 0.515
F 0.140 3.526 0.082
F 4.828 1.068 -1.680
F -1.336 0.440 5.433
Cl -0.232 1.141 0.237
C 1.337 -1.163 0.849
C -2.268 -0.059 -1.107
Cl -0.314 -0.281 -0.107
H -0.329 -0.073 -0.018
H 0.547 -0.430 -0.408
H 0.525 0.283 -0.541
H 0.541 0.490 0.925
Cl -0.542 0.445 -0.433
C 1.384 -0.374 -0.713
C -1.429 0.098 -0.240
Cl 0.431 0.034 -0.205
H -0.754 0.073 0.625
H -0.183 -0.262 0.226
H 0.724 0.359 0.290
H 0.464 -0.319 0.489
C -0.659 1.751 0.589
O 1.071 -0.468 2.689
C 0.740 -1.322 -2.431
C 1.246 1.587 -0.842
O -1.244 -0.575 0.506
C 0.124 0.762 -0.331
H -0.259 -0.083 0.194
H 0.144 0.165 -1.222
H 0.088 -0.292 0.497
H -0.425 0.202 0.594
H -0.346 -0.561 -0.980
H -1.111 -0.659 0.019
H 0.935 -0.247 0.691
H -0.103 -0.034 -0.202
H 0.352 -0.346 0.441
H -0.476 0.161 -0.197
C -0.284 1.846 0.275
O -0.316 1.742 0.523
C -1.048 -2.491 1.340
C 1.696 -0.018 -2.555
O -0.383 -0.845 1.814
C 0.753 0.024 -0.408
H -0.167 0.189 0.391
H 0.367 -0.927 -0.330
H 0.363 -0.534 -0.493
H 0.251 0.274 -0.041
H -0.278 -0.140 -0.479
H 0.399 0.536 0.802
H -0.424 -0.599 0.024
H -0.508 0.625 -0.142
H 0.098 0.736 0.284
H -0.709 -0.181 -0.707
C 0.069 -0.505 -1.087
O 2.414 1.156 0.142
C -2.034 1.451 0.434
C 0.535 0.152 -1.273
O -1.217 -0.844 -0.511
C 1.134 -0.379 0.448
H -0.590 0.948 0.542
H -0.279 -0.607 0.259
H -0.156 0.132 0.587
H 0.149 0.244 -0.087
H -0.211 -1.865 1.029
H 0.391 -0.420 -0.031
H -0.257 0.563 0.233
H 0.200 0.225 -0.995
H -0.124 0.096 -0.160
H 0.154 -0.283 0.206
C -0.132 -0.699 1.389
C -1.896 -1.592 4.194
C -1.537 1.044 -0.083
O 2.669 -1.241 -2.808
C 0.635 -0.532 -0.941
C -0.479 2.208 -0.237
C -0.287 -1.124 0.080
O 0.041 1.261 -0.922
O -0.728 -0.394 2.115
O 0.924 0.687 -1.740
H 0.414 0.043 -0.554
H 0.110 0.164 -0.363
H 0.511 -0.577 -0.087
H -0.210 0.781 -0.101
C 0.709 -1.215 2.096
C -0.386 -0.238 -0.378
C -0.631 1.430 -1.406
O -0.691 -0.784 0.186
C 0.117 0.356 -1.717
C 1.975 1.099 -1.800
C -1.324 0.784 0.019
O 1.978 -0.184 -0.536
O -0.299 -0.988 2.252
O -1.098 -1.116 2.203
H -0.278 0.207 -0.105
H 0.030 0.071 -0.232
H -0.628 -0.004 -0.710
H 0.604 0.306 -0.084
C 0.901 -0.355 0.322
C -0.535 1.159 0.918
C 0.193 -0.501 -2.834
O -3.175 1.223 0.557
C 0.490 -0.295 0.727
C -0.869 -0.337 -1.757
C 1.703 0.536 1.416
O 0.449 -0.583 0.223
O 2.238 0.250 1.565
O -0.789 -1.265 -1.024
H -0.466 0.257 -0.252
H 0.157 -0.375 0.130
H -1.144 0.243 -0.100
H 0.602 0.028 0.209
C 0.333 0.324 0.350
C 0.974 0.078 -1.555
C -0.884 -0.017 2.029
O 0.866 0.276 -2.276
C -2.862 2.148 1.948
C 2.273 -0.855 0.562
C -0.266 -1.120 -1.565
O 0.697 0.219 0.773
O 0.198 -0.058 -1.486
O -0.625 -0.030 0.991
H -0.253 -0.129 0.108
H -0.185 -0.702 0.202
H -0.583 0.256 0.349
H 0.513 -0.479 -0.390

Atom charges from the Löwdin analysis, given in e for atoms 1 to 8: C -0.073; C -0.218; C -0.103; N -0.164; C 0.084; C -0.058; C -0.133; C -0.176